No. 1
Formula: C16H20O2
Source: the Open Molecules 2025 dataset
Level of theory: wB97M-V/def2-TZVPD

Properties
- E_LUMO: 0.6 eV
- Charge: 0
- Energy: -21008.18441 eV
- Max |F|: 4.57 eV Å⁻¹
- Energy relative to the best compared isomer or geometry (same formula, charge and spin): 94.6 kcal/mol
- Gap between HOMO and LUMO: 8.5 eV

Geometry (Å):
C: -1.96 3.17 1.26
C: -1.52 1.77 1.52
C: -0.01 1.68 1.49
C: 0.50 0.41 1.84
C: 1.85 0.24 1.78
C: 2.64 1.32 1.25
O: 3.88 0.93 0.88
C: 2.17 2.61 0.92
C: 0.77 2.76 1.11
H: -2.89 3.37 1.76
H: -2.14 3.30 0.20
H: -1.37 4.03 1.63
H: -2.14 1.25 2.40
H: -1.88 1.09 0.75
H: -0.16 -0.30 2.05
H: 2.43 -0.64 1.84
H: 3.91 -0.04 1.08
H: 2.91 3.38 0.75
H: 0.26 3.67 1.04
C: -2.97 -2.72 -1.17
C: -1.66 -2.66 -0.28
C: -0.59 -2.04 -1.02
C: -0.59 -0.68 -0.90
C: 0.45 0.08 -1.49
C: 1.52 -0.71 -1.99
O: 2.43 0.00 -2.61
C: 1.59 -2.15 -2.10
C: 0.50 -2.80 -1.62
H: -2.84 -3.71 -1.70
H: -3.09 -1.82 -1.86
H: -3.90 -2.88 -0.46
H: -1.86 -2.27 0.63
H: -1.39 -3.65 -0.11
H: -1.17 -0.10 -0.16
H: 0.38 1.15 -1.55
H: 3.20 -0.59 -2.94
H: 2.40 -2.50 -2.70
H: 0.35 -3.94 -1.50

No. 2
Formula: C16H21AgN5O
Source: the Open Molecules 2025 dataset
Level of theory: wB97M-V/def2-TZVPD

Properties
- E_LUMO: -7.0 eV
- Charge: +1
- Energy: -30419.85068 eV
- Max |F|: 1.83 eV Å⁻¹
- Gap between HOMO and LUMO: 3.6 eV

Geometry (Å):
N: 3.82 -2.66 2.48
C: 4.94 -2.41 1.94
C: 5.13 -1.31 0.90
C: 3.81 -1.02 0.22
C: 3.46 -1.83 -0.90
C: 2.29 -1.63 -1.53
C: 1.36 -0.66 -1.11
N: 0.19 -0.55 -1.80
C: -0.61 0.35 -1.29
C: -1.96 0.50 -1.98
C: -3.20 0.13 -1.07
C: -2.79 -0.95 -0.06
C: -4.05 -1.70 0.52
N: -4.71 -0.90 1.57
C: -0.29 1.16 -0.15
C: -1.25 2.20 0.45
C: -1.65 3.29 -0.50
N: -1.11 4.44 -0.50
N: 0.85 1.06 0.48
C: 1.70 0.12 -0.01
C: 2.95 -0.08 0.63
O: 3.28 0.69 1.72
H: 3.97 -3.42 3.15
H: 5.84 -2.98 2.22
H: 5.82 -1.71 0.15
H: 5.55 -0.39 1.35
H: 4.11 -2.62 -1.26
H: 2.05 -2.24 -2.40
H: -2.07 1.49 -2.46
H: -1.98 -0.22 -2.80
H: -3.53 1.06 -0.61
H: -3.98 -0.23 -1.76
H: -2.32 -0.47 0.81
H: -2.16 -1.72 -0.49
H: -4.70 -1.88 -0.33
H: -3.65 -2.63 0.94
H: -4.66 0.07 1.27
H: -4.14 -1.00 2.41
H: -2.11 1.70 0.90
H: -0.72 2.68 1.28
H: -2.48 3.09 -1.18
H: -1.57 5.03 -1.23
H: 3.26 1.61 1.40
Ag: -2.70 6.55 -1.34

No. 3
Formula: C16H21BBr2MgN4Se
Source: the Open Molecules 2025 dataset
Level of theory: wB97M-V/def2-TZVPD

Properties
- E_LUMO: 0.3 eV
- Charge: 0
- Energy: -234448.07686 eV
- Max |F|: 3.72 eV Å⁻¹
- Energy relative to the best compared isomer or geometry (same formula, charge and spin): 0.0 kcal/mol
- Gap between HOMO and LUMO: 8.2 eV

Geometry (Å):
Mg: 6.45 8.48 7.54
B: 6.96 11.17 7.42
N: 8.32 10.52 7.47
C: 9.54 11.01 7.42
C: 10.47 9.94 7.46
C: 9.60 8.84 7.32
N: 8.35 9.16 7.50
N: 6.15 10.93 6.08
C: 5.60 11.80 5.19
C: 4.73 11.09 4.35
C: 4.81 9.78 4.79
N: 5.67 9.69 5.85
H: 7.13 12.34 7.77
H: 6.33 10.53 8.27
H: 9.61 12.11 7.26
H: 11.54 9.96 7.45
H: 9.90 7.84 7.39
H: 5.77 12.91 5.19
H: 4.22 11.42 3.46
H: 4.35 8.87 4.49
Br: 6.91 5.86 5.48
C: 5.92 4.65 6.64
Br: 6.87 2.99 6.78
H: 4.95 4.49 6.13
H: 5.87 5.13 7.64
C: 10.52 7.74 12.99
C: 9.38 7.59 12.10
C: 9.31 6.75 10.93
C: 8.19 6.67 10.18
C: 8.32 5.91 8.81
C: 7.10 7.39 10.50
Se: 5.49 7.19 9.34
C: 7.08 8.21 11.62
C: 6.08 9.23 12.02
C: 8.24 8.28 12.40
H: 10.84 6.77 13.30
H: 10.35 8.37 13.91
H: 11.45 8.12 12.52
H: 10.15 6.10 10.59
H: 9.24 5.35 8.73
H: 8.26 6.61 8.02
H: 7.45 5.21 8.80
H: 6.64 10.14 12.16
H: 5.63 9.05 12.96
H: 5.28 9.41 11.32
H: 8.19 8.94 13.24